[1]
Here is a cluster of 5 separate species, C7H24N6O7 in total at a distorted geometry from the Open Molecules 2025 dataset. Energies are from ωB97M-V/def2-TZVPD.

The spin multiplicity is 1. For the total energy, the calculation gives -1136.31140 Eh. As for the SMILES: NC(N)=O.NC(N)=O.NC(N)=O.OCCO.OCCO. The value obtained for the HOMO energy is -9.66 eV. The value obtained for the relative energy (zero: lowest compared OMol25 entry of this formula, charge and spin) is 2.8649 eV.

The geometry in XYZ format:
```
44
Properties=species:S:1:pos:R:3:nbo_charge:R:1
C 3.25 -2.75 0.29 0.746
O 2.82 -3.42 -0.55 -0.662
N 2.59 -1.74 0.78 -0.821
N 4.39 -2.81 0.87 -0.836
H 1.62 -1.49 0.63 0.404
H 2.94 -1.34 1.64 0.360
H 4.72 -3.72 0.60 0.412
H 4.56 -2.19 1.65 0.395
C -1.21 -1.73 -2.49 0.756
O -1.93 -1.23 -1.71 -0.692
N -1.22 -1.57 -3.80 -0.832
N -0.44 -2.70 -2.13 -0.815
H -0.63 -2.19 -4.35 0.386
H -1.93 -1.01 -4.25 0.403
H -0.70 -2.93 -1.18 0.410
H 0.04 -3.35 -2.74 0.395
C -0.38 4.53 -1.34 0.735
O 0.38 4.70 -0.42 -0.681
N -1.63 4.14 -1.34 -0.821
N 0.00 4.80 -2.51 -0.812
H -2.08 3.73 -0.54 0.412
H -2.02 3.98 -2.26 0.378
H -0.65 4.88 -3.28 0.379
H 0.92 5.23 -2.51 0.415
C -0.10 1.54 0.53 -0.097
C 1.27 1.37 -0.23 -0.102
O 1.07 0.57 -1.37 -0.714
O -0.96 0.35 0.49 -0.780
H -0.74 2.27 0.04 0.161
H 0.06 1.73 1.59 0.188
H 2.05 0.90 0.37 0.185
H 1.54 2.37 -0.58 0.191
H 0.43 1.05 -1.90 0.460
H -0.83 -0.10 -0.34 0.500
C -1.26 -1.91 3.53 -0.085
C -2.55 -1.13 3.25 -0.094
O -2.48 0.26 3.60 -0.729
O -0.12 -1.56 2.81 -0.761
H -1.31 -2.99 3.37 0.172
H -1.01 -1.67 4.57 0.167
H -3.27 -1.43 4.00 0.185
H -2.90 -1.28 2.23 0.176
H -2.08 0.79 2.91 0.472
H -0.24 -0.98 2.06 0.488
```

[2]
Here is a structure of composition C45H41N7O2PS3Tl from the Open Molecules 2025 dataset. Energies are from ωB97M-V/def2-TZVPD.

The spin multiplicity is 1. For the total energy, the calculation gives -3981.64343 Eh. As for the charge: -2. The value obtained for the HOMO energy is -2.07 eV. The value obtained for the relative energy (zero: lowest compared OMol25 entry of this formula, charge and spin) is 1.8245 eV.

The geometry in XYZ format:
```
100
Properties=species:S:1:pos:R:3:lowdin_charge:R:1
Tl 0.17 0.79 -1.15 0.913
C 2.95 -1.64 -3.74 -0.093
N 3.57 -0.64 -2.87 -0.202
C 3.87 0.57 -3.64 -0.212
C 3.85 1.89 -2.84 -0.178
C 2.99 2.91 -3.58 -0.250
N 1.71 2.27 -3.83 0.008
C 0.69 2.97 -4.13 -0.153
C -0.62 2.45 -4.44 -0.176
C -1.64 3.39 -4.68 -0.099
C -2.93 3.03 -4.96 -0.148
C -3.24 1.66 -5.00 -0.124
C -2.28 0.71 -4.79 -0.040
C -0.91 1.03 -4.50 -0.468
O -0.05 0.13 -4.33 -0.148
C 4.75 -1.17 -2.22 -0.241
C 5.11 -0.53 -0.88 -0.169
C 4.16 -0.91 0.29 -0.215
N 2.97 -0.14 0.59 0.062
C 1.99 1.14 2.35 -0.134
C 1.74 2.63 2.47 -0.107
C 1.73 3.31 3.68 -0.069
C 1.45 4.66 3.76 -0.135
C 1.13 5.35 2.59 -0.133
C 1.08 4.69 1.38 -0.036
C 1.36 3.30 1.26 -0.408
O 1.27 2.72 0.12 -0.322
H 3.64 -1.99 -4.52 0.081
H 2.06 -1.21 -4.20 0.069
H 2.64 -2.49 -3.14 0.082
H 3.06 0.66 -4.37 0.097
H 4.82 0.46 -4.18 0.112
H 4.86 2.29 -2.67 0.100
H 3.37 1.72 -1.87 0.088
H 3.47 3.17 -4.54 0.112
H 2.88 3.83 -2.99 0.111
H 0.78 4.07 -4.19 0.116
H -1.38 4.45 -4.63 0.093
H -3.70 3.77 -5.13 0.075
H -4.27 1.35 -5.20 0.087
H -2.53 -0.35 -4.80 0.096
H 5.62 -1.08 -2.90 0.109
H 4.59 -2.24 -2.03 0.107
H 5.18 0.55 -0.99 0.079
H 6.11 -0.90 -0.61 0.105
H 4.77 -0.92 1.21 0.108
H 3.80 -1.92 0.09 0.108
H 1.14 0.69 1.85 0.104
H 1.94 2.77 4.60 0.099
H 1.46 5.17 4.72 0.078
H 0.88 6.41 2.65 0.087
H 0.76 5.21 0.49 0.101
S 3.87 -0.66 7.96 0.946
N 4.20 0.33 6.72 -0.229
C 3.32 0.08 5.77 -0.293
C 3.26 0.74 4.49 -0.135
C 4.29 1.69 4.18 -0.066
C 4.74 1.97 2.93 -0.059
C 4.35 1.37 1.71 -0.068
N 3.17 0.78 1.47 -0.088
C 2.24 0.38 3.63 -0.021
C 1.35 -0.74 3.94 -0.133
N 0.46 -1.12 3.00 0.140
C -0.37 -2.11 3.25 -0.098
C -0.39 -2.80 4.47 -0.053
C 0.51 -2.45 5.44 -0.018
C 1.41 -1.41 5.18 -0.100
C 2.40 -0.97 6.12 -0.307
N 2.61 -1.47 7.33 -0.234
H 4.80 2.13 5.02 0.102
H 5.60 2.63 2.85 0.106
H 5.06 1.38 0.90 0.105
H -1.07 -2.35 2.46 0.109
H -1.11 -3.60 4.62 0.100
H 0.55 -2.95 6.40 0.110
S -5.88 0.15 0.83 0.085
P -5.01 -1.39 -0.04 -0.096
S -3.09 -1.40 -0.49 0.092
C -6.01 -1.80 -1.53 -0.400
C -7.36 -2.13 -1.39 -0.117
C -8.15 -2.33 -2.51 -0.107
C -7.60 -2.17 -3.78 -0.118
C -6.27 -1.81 -3.92 -0.095
C -5.47 -1.63 -2.80 -0.103
C -5.25 -2.90 1.00 -0.397
C -5.16 -2.76 2.38 -0.121
C -5.17 -3.88 3.20 -0.107
C -5.27 -5.15 2.65 -0.123
C -5.34 -5.29 1.27 -0.107
C -5.32 -4.17 0.45 -0.099
H -7.78 -2.22 -0.40 0.100
H -9.19 -2.59 -2.40 0.089
H -8.22 -2.31 -4.66 0.087
H -5.85 -1.67 -4.91 0.095
H -4.43 -1.36 -2.89 0.057
H -5.09 -1.76 2.79 0.071
H -5.10 -3.76 4.28 0.091
H -5.29 -6.02 3.29 0.086
H -5.41 -6.28 0.83 0.090
H -5.37 -4.28 -0.63 0.105
```

[3]
Here is a structure of composition C41H54AsBr3N5O8PSTi from the Open Molecules 2025 dataset. Energies are from ωB97M-V/def2-TZVPD.

The spin multiplicity is 3. For the total energy, the calculation gives -14017.55765 Eh. As for the charge: -2. The value obtained for the HOMO energy (spin up / spin down) is -0.35 / -3.03 eV. The value obtained for the relative energy (zero: lowest compared OMol25 entry of this formula, charge and spin) is 0.3441 eV.

The geometry in XYZ format:
```
115
Properties=species:S:1:pos:R:3:mulliken_spin:R:1
Ti -0.86 -0.24 0.08 0.231
Br 0.65 4.16 1.99 0.003
C 0.35 2.54 2.91 0.027
C 0.49 2.50 4.29 0.040
C 0.29 1.32 4.97 -0.055
Br 0.49 1.33 6.87 0.002
C -0.04 0.11 4.32 -0.028
C -0.23 -1.16 4.92 0.522
C -0.53 -2.25 4.07 -0.002
C -0.62 -2.09 2.71 0.183
N -0.41 -0.88 2.10 0.165
C -0.16 0.19 2.92 -0.066
C 0.02 1.39 2.20 0.093
O -0.12 1.30 0.89 0.044
H 0.74 3.41 4.83 0.005
H -0.16 -1.29 5.99 0.027
H -0.71 -3.23 4.49 0.011
H -0.87 -2.91 2.05 0.044
C -5.35 1.50 6.87 0.001
C -4.95 1.46 5.42 0.015
C -5.68 2.14 4.45 0.001
C -5.30 2.11 3.12 -0.001
C -4.17 1.40 2.74 -0.018
C -3.45 0.70 3.69 0.030
C -3.83 0.73 5.02 -0.008
S -3.60 1.47 1.04 -0.001
O -2.68 2.58 0.98 0.001
O -4.80 1.56 0.25 0.000
N -2.81 0.11 0.83 0.005
C -3.70 -1.04 0.63 0.001
C -2.90 -2.28 0.23 0.011
O -3.46 -3.36 0.13 -0.001
O -1.65 -2.07 -0.03 -0.028
H -6.27 2.06 7.01 0.000
H -4.57 1.98 7.47 0.000
H -5.49 0.50 7.27 0.000
H -6.56 2.70 4.75 0.000
H -5.87 2.63 2.36 0.000
H -2.59 0.12 3.38 -0.007
H -3.25 0.18 5.76 -0.006
H -4.42 -0.87 -0.17 -0.001
H -4.26 -1.29 1.54 0.000
C 4.95 0.29 4.04 -0.001
N 4.18 0.70 2.89 0.000
C 4.82 1.36 1.77 0.000
C 3.90 0.96 0.59 0.003
O 4.05 1.36 -0.54 0.000
N 2.93 0.11 1.08 0.004
C 3.21 -0.10 2.34 -0.002
N 2.63 -1.08 3.05 -0.001
H 5.60 1.11 4.34 0.000
H 5.57 -0.60 3.84 0.000
H 4.30 0.08 4.88 0.001
H 5.83 0.98 1.59 0.000
H 4.85 2.45 1.88 0.000
H 2.48 -0.94 4.04 0.003
H 1.86 -1.52 2.56 0.002
Br -0.82 -1.81 -8.24 0.009
C -0.81 -1.42 -6.37 0.224
C 0.29 -1.78 -5.60 -0.091
C 0.30 -1.49 -4.26 0.182
C -0.78 -0.81 -3.65 -0.033
C -1.90 -0.48 -4.46 0.177
C -1.91 -0.78 -5.81 -0.092
C -0.77 -0.46 -2.28 0.227
O 0.24 -0.74 -1.47 0.007
O -1.73 0.16 -1.67 0.003
H 1.13 -2.29 -6.06 -0.001
H 1.16 -1.76 -3.65 0.051
H -2.74 0.01 -4.00 0.029
H -2.76 -0.51 -6.42 0.000
C 0.73 -4.16 -1.21 -0.005
As 1.73 -2.99 0.00 0.008
C 2.95 -4.37 0.74 0.003
C 3.02 -2.29 -1.30 0.000
H 1.40 -4.83 -1.77 0.000
H 0.16 -3.53 -1.89 0.006
H 0.02 -4.75 -0.63 0.000
H 3.40 -4.98 -0.03 0.000
H 2.39 -5.01 1.43 -0.002
H 3.73 -3.86 1.31 0.002
H 3.25 -3.02 -2.08 0.001
H 3.94 -2.01 -0.78 0.000
H 2.61 -1.38 -1.74 0.000
C -2.73 3.07 -2.77 -0.001
C -1.54 3.03 -3.73 0.013
C -1.59 4.18 -4.74 -0.002
P 0.06 2.73 -2.82 0.023
C 0.66 4.42 -2.31 0.001
C 1.97 4.24 -1.55 0.004
C -0.37 5.09 -1.40 -0.001
C 1.22 2.26 -4.22 -0.005
C 2.27 1.28 -3.70 0.020
C 1.91 3.39 -5.00 0.002
H -3.66 2.96 -3.32 -0.002
H -2.78 4.02 -2.23 0.000
H -2.67 2.28 -2.03 0.006
H -1.63 2.09 -4.29 0.002
H -1.39 5.14 -4.25 0.000
H -2.58 4.23 -5.20 0.000
H -0.86 4.05 -5.54 -0.001
H 0.83 5.06 -3.18 0.000
H 1.81 3.62 -0.66 0.000
H 2.37 5.21 -1.23 0.000
H 2.74 3.74 -2.15 0.000
H -1.21 5.49 -1.96 0.000
H 0.09 5.91 -0.85 0.000
H -0.77 4.38 -0.66 0.001
H 0.56 1.71 -4.91 -0.007
H 2.99 1.77 -3.04 0.000
H 2.81 0.82 -4.53 -0.002
H 1.80 0.49 -3.10 -0.001
H 2.61 3.93 -4.36 0.000
H 1.20 4.11 -5.41 0.000
H 2.48 2.96 -5.83 0.000
```